Entry 1:
Computed, not measured: a structure of composition C31H41BN6PdS, with ωB97M-V/def2-TZVPD.

```
81
Properties=species:S:1:pos:R:3:forces:R:3
Pd 0.0222 -0.0394 -0.5800 -0.99 -0.01 -0.56
C -4.6413 2.1039 0.9562 -0.10 -0.14 0.20
N -3.8548 2.4690 -0.2038 0.20 -0.03 -0.08
C -4.2419 3.3228 -1.2162 -0.03 0.07 -0.09
C -3.2333 3.3826 -2.0979 -0.08 0.11 0.01
N -2.2105 2.5669 -1.6191 -0.17 -0.04 0.22
C -2.6097 1.9975 -0.4440 -0.09 0.19 -0.37
S -1.8230 0.9806 0.6346 1.20 -0.99 -0.22
C -0.9988 2.4094 -2.3446 0.17 -0.14 -0.07
C -0.4466 3.5367 -2.9342 -0.16 0.08 0.00
C 0.6186 3.3764 -3.8023 0.00 -0.27 0.06
C 1.0578 2.0882 -4.0676 0.01 0.22 -0.13
C 0.4715 1.0337 -3.3973 0.05 -0.18 0.05
N -0.5209 1.1775 -2.5054 0.17 0.23 0.07
H -5.5463 2.7045 0.9674 0.01 0.03 -0.02
H -4.0709 2.2797 1.8671 -0.01 0.06 -0.02
H -4.9039 1.0463 0.9211 0.04 0.02 -0.06
H -5.2064 3.7979 -1.2297 0.01 -0.02 0.03
H -3.1511 3.9057 -3.0324 0.01 -0.04 0.00
H -0.8494 4.5137 -2.7059 0.03 0.00 0.02
H 1.0933 4.2332 -4.2599 -0.03 0.02 -0.02
H 1.8551 1.8956 -4.7710 0.01 -0.01 0.03
H 0.8146 0.0236 -3.5652 0.02 0.00 0.10
C -0.9247 -0.8599 3.8799 0.04 0.06 0.05
C 0.4600 -0.7150 4.5191 0.00 -0.23 -0.11
C 1.0377 -2.0920 4.8840 -0.05 0.11 0.03
C 1.4346 0.2004 3.7792 -0.06 0.03 -0.02
C 2.2436 0.9962 4.5880 0.04 0.03 0.02
C 3.0434 1.9985 4.0729 -0.02 0.05 0.00
C 2.9714 2.2833 2.7193 -0.02 -0.01 0.10
C 2.2058 1.5037 1.8672 -0.16 -0.14 -0.11
C 2.0838 1.9133 0.4138 0.03 0.03 -0.04
C 1.3520 3.2568 0.3194 0.02 -0.13 -0.02
C 3.4260 1.9621 -0.3134 -0.04 -0.14 0.01
C 1.5109 0.3847 2.3816 0.37 0.17 0.27
N 0.8990 -0.5033 1.4949 -0.24 0.03 -0.54
C 1.0881 -1.7838 1.5550 0.14 0.06 0.13
C 0.3961 -2.6790 0.7205 -0.25 -0.21 -0.27
C 0.4327 -4.0833 0.6624 0.19 0.07 0.19
C -0.4465 -4.4528 -0.3390 -0.18 -0.12 -0.16
C -0.9868 -3.2592 -0.8740 0.05 0.00 0.25
N -0.4844 -2.2068 -0.2246 -0.24 -0.19 0.03
C -1.9431 -3.1158 -2.0413 0.10 0.08 -0.02
C -1.1275 -2.7204 -3.2838 -0.09 -0.03 0.08
C -2.6585 -4.4395 -2.3045 0.07 0.02 0.00
C -2.9807 -2.0208 -1.7602 0.08 -0.16 0.01
H -1.6023 -1.3183 4.6038 -0.02 0.02 -0.01
H -0.9167 -1.4886 2.9922 -0.04 -0.02 0.00
H -1.3301 0.1158 3.6019 -0.01 -0.01 0.01
H 0.2925 -0.1995 5.4691 0.05 0.03 0.00
H 0.9733 -2.7868 4.0470 0.02 -0.02 0.03
H 0.4711 -2.5230 5.7121 0.00 -0.03 -0.02
H 2.0809 -2.0089 5.1918 0.00 -0.03 0.01
H 2.2249 0.8300 5.6600 -0.03 0.00 0.00
H 3.6771 2.5865 4.7245 -0.02 0.00 0.01
H 3.5259 3.1252 2.3213 0.01 -0.02 -0.04
H 1.4587 1.1514 -0.0971 0.82 0.86 0.35
H 1.8826 4.0307 0.8777 0.00 0.01 -0.02
H 0.3435 3.1731 0.7317 -0.01 0.04 0.01
H 1.2811 3.5782 -0.7216 0.00 0.03 -0.04
H 4.0368 2.7956 0.0410 0.02 0.00 0.02
H 3.2727 2.0877 -1.3884 0.01 0.03 0.00
H 3.9847 1.0374 -0.1649 0.02 0.01 -0.04
H 1.8143 -2.1886 2.2600 -0.05 0.01 0.02
H 1.0237 -4.7339 1.2904 0.00 0.02 -0.01
H -0.6794 -5.4574 -0.6564 0.02 0.01 0.02
H -0.3946 -3.4913 -3.5263 0.02 0.02 0.00
H -0.5921 -1.7926 -3.0799 0.04 0.04 -0.06
H -1.7822 -2.5734 -4.1480 0.01 0.01 0.01
H -1.9430 -5.2117 -2.5919 -0.05 -0.03 0.00
H -3.3760 -4.3210 -3.1192 0.00 -0.02 -0.01
H -3.1925 -4.7774 -1.4147 -0.02 -0.02 -0.02
H -2.4813 -1.0657 -1.6206 0.00 0.15 0.05
H -3.5477 -2.2481 -0.8552 -0.01 0.02 0.00
H -3.6747 -1.9312 -2.6009 0.01 -0.03 0.01
B 4.2575 -1.6285 -1.8788 0.26 -0.11 0.02
C 2.7860 -1.1896 -1.6507 -0.44 0.17 -0.18
N 1.6999 -0.8096 -1.5292 -0.77 0.33 0.89
H 4.8315 -1.3408 -0.8505 0.07 -0.01 0.01
H 4.2686 -2.8145 -2.0981 0.01 -0.05 0.01
H 4.6679 -0.9847 -2.8185 0.02 0.06 -0.04
```
Positions in Å, forces in eV/Å.

Output
Highest occupied orbital energy, eV: -6.81
ΔE to the lowest compared entry with this formula, charge and spin, kcal per mole: 24.8
Orbital gap, eV: 5.5

---

Entry 2:
Computed, not measured: a structure of composition C34H30CaO2SSb2, with ωB97M-V/def2-TZVPD.

```
70
Properties=species:S:1:pos:R:3:forces:R:3
Ca -0.4758 2.3022 0.3735 0.06 0.17 0.08
O -1.2777 4.3481 -0.2813 0.28 0.15 0.15
C -2.1927 3.6114 -0.7272 -0.25 0.01 -0.31
O -1.9164 2.5527 -1.3736 0.04 -0.18 -0.02
C -3.5915 3.8063 -0.2505 0.01 -0.05 0.06
C -4.5443 4.5342 -0.9418 -0.11 0.00 0.07
C -5.8293 4.6553 -0.4285 0.08 0.01 -0.07
C -6.1396 4.0388 0.7744 -0.08 0.05 -0.03
C -5.1836 3.3113 1.4613 0.07 -0.10 0.14
C -3.8863 3.1764 0.9699 0.10 -0.04 0.00
S -2.6844 2.2358 1.8927 -0.09 -0.01 -0.02
H -4.2823 5.0072 -1.8797 0.01 0.01 -0.02
H -6.5775 5.2244 -0.9640 -0.01 0.01 0.00
H -7.1382 4.1265 1.1840 -0.01 0.00 0.01
H -5.4280 2.8321 2.4010 -0.03 0.01 -0.01
C 2.4787 -0.7999 -0.1169 0.08 -0.05 -0.05
C 3.0352 -0.3596 1.2477 0.10 0.06 -0.04
C 2.2835 -0.9978 2.4088 -0.06 -0.08 0.12
Sb 0.2743 -0.2325 2.4840 -0.13 0.15 -0.17
C -0.6647 -1.6273 1.1729 0.04 -0.02 0.08
C -1.6509 -1.1706 0.3042 -0.12 0.04 0.00
C -2.1769 -2.0135 -0.6685 0.00 0.01 0.00
C -1.7245 -3.3174 -0.7714 -0.05 -0.01 -0.09
C -0.7628 -3.7901 0.1111 0.04 -0.07 0.03
C -0.2345 -2.9496 1.0768 0.00 -0.02 0.04
C -0.3084 -1.0308 4.3534 0.07 0.05 -0.04
C 0.4308 -0.7121 5.4881 0.00 0.00 0.04
C 0.0626 -1.2188 6.7251 0.03 0.01 0.02
C -1.0508 -2.0393 6.8321 0.00 -0.02 0.07
C -1.7948 -2.3496 5.7054 -0.05 -0.03 -0.04
C -1.4259 -1.8470 4.4652 -0.06 -0.03 0.00
Sb 1.9894 0.8080 -1.4484 -0.30 -0.10 0.20
C 3.8166 0.9506 -2.5048 -0.08 0.04 -0.07
C 4.9980 0.4384 -1.9842 0.04 0.00 0.00
C 6.1803 0.5424 -2.7058 0.01 -0.03 0.07
C 6.1826 1.1557 -3.9472 0.07 0.01 -0.06
C 5.0056 1.6702 -4.4709 -0.04 0.02 -0.03
C 3.8248 1.5726 -3.7508 0.06 -0.01 -0.02
C 0.8537 -0.3472 -2.8253 0.24 0.01 0.02
C 1.3865 -1.5155 -3.3666 0.05 -0.03 0.01
C 0.6244 -2.3050 -4.2115 0.01 -0.02 -0.02
C -0.6725 -1.9231 -4.5324 -0.01 -0.03 -0.02
C -1.2011 -0.7565 -4.0064 -0.06 0.01 -0.01
C -0.4421 0.0310 -3.1489 -0.12 0.11 -0.02
H 1.5223 -1.3133 -0.0004 0.07 -0.03 -0.02
H 3.1417 -1.5077 -0.6184 -0.01 0.05 -0.02
H 2.9765 0.7302 1.3667 0.05 -0.01 -0.03
H 4.1017 -0.5965 1.3092 -0.03 -0.03 -0.01
H 2.7484 -0.7617 3.3679 0.00 0.00 0.01
H 2.2424 -2.0840 2.3177 0.07 0.00 0.01
H -2.0693 -0.1713 0.4125 0.05 0.03 -0.02
H -2.9391 -1.6440 -1.3408 -0.02 0.02 -0.01
H -2.1267 -3.9714 -1.5343 0.00 0.00 0.00
H -0.4229 -4.8159 0.0443 0.01 0.00 0.00
H 0.5183 -3.3329 1.7562 0.00 0.00 0.00
H 1.2965 -0.0621 5.4189 0.00 0.00 0.00
H 0.6404 -0.9696 7.6056 0.01 0.00 0.00
H -1.3414 -2.4329 7.7974 0.00 0.00 0.00
H -2.6682 -2.9830 5.7900 -0.01 0.00 0.00
H -2.0141 -2.0919 3.5886 0.00 -0.01 0.00
H 5.0081 -0.0488 -1.0163 0.00 0.00 0.01
H 7.0986 0.1413 -2.2968 0.00 0.00 0.01
H 7.1038 1.2332 -4.5098 0.00 0.00 0.00
H 5.0076 2.1481 -5.4418 -0.01 0.00 -0.01
H 2.9095 1.9741 -4.1713 0.00 0.00 0.00
H 2.4052 -1.8100 -3.1359 -0.01 -0.01 0.00
H 1.0429 -3.2130 -4.6266 0.00 -0.01 0.00
H -1.2661 -2.5355 -5.1992 -0.01 0.00 0.00
H -2.2082 -0.4504 -4.2600 0.00 0.00 0.01
H -0.8778 0.9405 -2.7484 0.00 0.00 0.02
```
Positions in Å, forces in eV/Å.

Output
Highest occupied orbital energy, eV: -6.88
Orbital gap, eV: 6.9